Entry 1:
A structure of composition C63H60N9OS4SbTi, computed with ωB97M-V/def2-TZVPD.

The energy above the lowest of the compared OMol25 structures with the same formula, charge and spin is 0.679 eV. The calculation puts the HOMO energy at -10.98 eV. Its spin multiplicity is 1. The total charge is +2.

Each line ends with the Mulliken charge.
Geometry (Å):
Ti -0.07076 -0.46650 0.14239  0.686
C -0.83911 -1.89636 3.89769  -1.135
C -0.27093 -0.81250 3.05318  0.509
O -0.85542 -0.47884 1.98673  0.117
N 0.82157 -0.15453 3.43447  0.247
C 1.46596 0.89025 2.63284  -1.232
C 2.43051 0.34666 1.60483  0.806
C 3.74938 0.09469 1.93721  -1.033
C 4.58868 -0.46900 0.98546  -0.724
C 4.09097 -0.74408 -0.28032  -1.234
C 2.76912 -0.44388 -0.54928  -0.317
N 1.95955 0.09156 0.37147  1.968
H -1.86984 -1.62603 4.13656  0.274
H -0.27775 -2.06479 4.81400  0.372
H -0.86928 -2.80751 3.29583  0.094
H 1.31334 -0.50343 4.24425  0.354
H 1.99179 1.54923 3.32179  1.059
H 0.69212 1.48352 2.14093  -0.878
H 4.11017 0.34288 2.92486  0.592
H 5.61989 -0.68401 1.22825  0.507
H 4.69531 -1.18650 -1.05689  0.540
H 2.34253 -0.61250 -1.52736  0.458
N -0.89023 -0.74195 -1.47086  0.405
S -1.69117 -1.68585 -2.42014  1.312
N -1.13651 -3.08269 -2.39399  0.423
S 2.08526 -2.99647 -2.40742  0.026
N 1.53921 -4.04434 -1.18019  -0.161
S 1.06379 -3.60862 0.19157  1.078
N 0.55071 -2.21320 0.54544  0.362
C 2.48073 -3.90529 1.26543  -0.364
C 3.61433 -4.49929 0.74037  -0.301
C 4.74254 -4.61867 1.54245  -0.766
C 4.73213 -4.15015 2.84556  -0.708
C 3.58658 -3.56084 3.36797  -0.570
C 2.46109 -3.43220 2.57318  -0.228
C -0.13558 -4.81546 0.67436  0.318
C -1.44024 -4.40961 0.89480  -0.243
C -2.39619 -5.37033 1.19331  -0.811
C -2.03723 -6.70797 1.26641  -0.845
C -0.72076 -7.09741 1.04777  -0.844
C 0.24496 -6.14829 0.75200  -0.682
C -1.39028 -4.16472 -3.26995  -0.168
C -1.27790 -4.07755 -4.65158  -0.151
C -1.49127 -5.20228 -5.43308  -1.013
C -1.80843 -6.42147 -4.85518  -0.953
C -1.90183 -6.51321 -3.47370  -0.857
C -1.69010 -5.39524 -2.68596  0.488
C 2.12535 -4.09843 -3.77706  0.919
C 2.57520 -3.54568 -4.97373  -0.810
C 2.63587 -4.33416 -6.10894  -0.643
C 2.25661 -5.66996 -6.05452  -0.623
C 1.81851 -6.20818 -4.85693  -0.755
C 1.74738 -5.42842 -3.71033  -0.683
C -1.73389 -0.85841 -3.99272  0.113
C -2.79142 -1.00771 -4.88023  -0.020
C -2.74122 -0.34195 -6.09449  -1.080
C -1.64769 0.44764 -6.41875  -0.907
C -0.58250 0.56745 -5.53710  -0.738
C -0.62396 -0.08474 -4.31501  -0.496
C -3.43360 -1.76860 -1.97504  0.501
C -3.86445 -2.95333 -1.39546  0.164
C -5.21351 -3.11856 -1.11555  -1.190
C -6.12049 -2.12054 -1.43240  -1.043
C -5.68192 -0.94117 -2.01860  -0.823
C -4.33517 -0.75415 -2.28249  -0.270
H 3.61021 -4.85154 -0.28133  0.547
H 5.63139 -5.08505 1.14183  0.482
H 5.61563 -4.24899 3.46064  0.435
H 3.57645 -3.21267 4.39182  0.477
H 1.56139 -2.97352 2.96104  0.302
H -1.70288 -3.35929 0.81790  0.501
H -3.42144 -5.07154 1.36627  0.516
H -2.78393 -7.45455 1.49845  0.454
H -0.44674 -8.14094 1.10681  0.476
H 1.27023 -6.44073 0.57565  0.523
H -0.99607 -3.14805 -5.12738  0.685
H -1.39875 -5.12068 -6.50759  0.480
H -1.97285 -7.29168 -5.47392  0.450
H -2.13768 -7.45888 -3.00483  0.467
H -1.75130 -5.46365 -1.60853  -0.141
H 2.87632 -2.50658 -5.01597  0.459
H 2.99046 -3.90846 -7.03778  0.415
H 2.30613 -6.28456 -6.94212  0.410
H 1.52321 -7.24789 -4.80840  0.457
H 1.39881 -5.84296 -2.77717  0.338
H -3.62892 -1.65059 -4.64895  0.661
H -3.56131 -0.44544 -6.79133  0.535
H -1.62392 0.96969 -7.36548  0.424
H 0.27910 1.16724 -5.79458  0.479
H 0.19291 0.00601 -3.61331  0.135
H -3.15966 -3.74118 -1.18679  0.240
H -5.55672 -4.04576 -0.67773  0.517
H -7.17324 -2.26674 -1.23576  0.472
H -6.38798 -0.16280 -2.27531  0.447
H -4.00290 0.15765 -2.75878  0.506
N 1.34171 3.36964 0.44856  -0.030
N 2.46653 3.60845 -0.37025  -0.287
C 2.63378 3.01591 -1.55464  0.594
N 3.84653 3.17998 -2.13529  -0.414
S 1.45615 2.05993 -2.28488  -0.286
H 0.70899 2.82368 -0.14408  -0.755
H 0.87839 4.26494 0.60295  0.352
H 3.25473 4.00935 0.11305  0.252
H 4.46002 3.92768 -1.85102  0.210
H 3.93260 2.85601 -3.08321  0.242
C -1.55802 6.02386 2.64424  -0.713
C -1.05371 4.85214 3.18985  -0.911
C -1.21217 3.65381 2.51313  0.076
C -1.88908 3.60238 1.29651  1.253
C -2.36936 4.78573 0.74847  -0.967
C -2.20565 5.98907 1.42042  -0.791
Sb -2.16312 1.73831 0.30760  1.477
C -3.63090 0.95264 1.63129  1.341
C -3.42564 0.99627 3.00920  -0.964
C -4.35335 0.44869 3.87858  -0.762
C -5.50090 -0.15800 3.38404  -0.867
C -5.71145 -0.20987 2.01797  -0.768
C -4.77887 0.34034 1.14802  -0.301
C -3.27890 2.35115 -1.34937  0.531
C -4.59561 2.78809 -1.23808  -0.383
C -5.28093 3.19999 -2.37142  -0.856
C -4.65361 3.18983 -3.60973  -0.870
C -3.33640 2.76990 -3.72064  -0.296
C -2.64854 2.35086 -2.59107  -0.639
H -1.44638 6.95958 3.17255  0.424
H -0.53882 4.87482 4.14023  0.466
H -0.79577 2.75472 2.95401  -0.080
H -2.87819 4.78322 -0.20763  0.461
H -2.58916 6.90066 0.98443  0.466
H -2.55361 1.48588 3.42467  0.278
H -4.19074 0.50655 4.94645  0.523
H -6.23039 -0.57462 4.06365  0.422
H -6.60648 -0.66987 1.62189  0.527
H -4.96209 0.28962 0.08483  0.293
H -5.09182 2.81099 -0.27516  0.520
H -6.30768 3.53068 -2.28766  0.485
H -5.19107 3.52191 -4.48679  0.430
H -2.84369 2.76077 -4.68326  0.542
H -1.62104 2.01738 -2.68480  0.230



Entry 2:
A structure of composition C63H61F3N2O2S, computed with ωB97M-V/def2-TZVPD.

The calculation puts the HOMO energy at -9.19 eV. Its spin multiplicity is 1. The total charge is 0.

Each line ends with the Mulliken charge.
Geometry (Å):
O 5.04401 0.35487 4.60435  -0.545
C 3.94936 -0.35425 4.09580  0.019
C 2.96956 0.31933 3.46847  -0.963
C 1.81629 -0.43373 2.97362  0.079
C 1.73536 -1.77291 3.09750  -0.155
C 0.54926 -2.60921 2.58939  -0.507
C -0.75560 -1.80818 2.69512  -0.469
O -0.94205 -0.88422 1.63529  -0.262
C -2.01120 -2.74168 2.75932  0.756
F -2.39706 -2.94945 4.03864  -0.289
F -1.78327 -3.94462 2.20373  -0.269
F -3.05752 -2.16318 2.13902  -0.265
C 2.78461 -2.50258 3.76686  0.976
N 2.81352 -3.82463 3.95949  -0.614
S 4.21229 -4.04937 4.77321  0.114
N 4.78937 -2.55258 4.92333  -0.543
C 3.90420 -1.76870 4.29438  0.198
H 4.75552 0.61340 5.49131  0.328
H 2.99847 1.39660 3.31213  0.473
H 1.03622 0.16139 2.49972  0.460
H 0.45301 -3.44051 3.30890  0.432
H 0.72472 -3.04832 1.59829  0.371
H -0.72449 -1.26223 3.65403  0.477
H -1.49835 -0.17138 1.97491  0.225
C -2.81703 2.25260 -2.53162  -0.547
C -1.62002 1.72102 -2.99520  -0.362
C -0.95132 0.75958 -2.24860  -0.674
C -1.48412 0.32235 -1.04192  -0.039
C -2.68244 0.85181 -0.58169  -0.445
C -3.34674 1.81952 -1.32355  -0.461
H -3.33733 3.00431 -3.11237  0.392
H -1.20814 2.05693 -3.93908  0.395
H -0.01503 0.34933 -2.60700  0.401
H -0.96788 -0.42824 -0.46445  0.525
H -3.10131 0.50966 0.35822  0.330
H -4.27907 2.23466 -0.96061  0.462
C 6.81246 -2.29755 1.95020  -0.196
C 7.43097 -2.64909 0.75744  -0.470
C 8.36266 -1.79674 0.18065  -0.556
C 8.68269 -0.59670 0.80170  0.020
C 8.06644 -0.24728 1.99632  -0.598
C 7.12803 -1.09504 2.56946  -0.144
H 6.08305 -2.96160 2.39851  0.215
H 7.18601 -3.58828 0.27648  0.371
H 8.84040 -2.06779 -0.75273  0.375
H 9.41342 0.06684 0.35469  0.184
H 8.31717 0.68842 2.48187  0.414
H 6.64431 -0.81980 3.49791  0.367
C 11.01901 2.79371 -0.01045  -0.293
C 11.40289 2.49704 1.29109  -0.265
C 12.61554 2.96254 1.78056  -0.453
C 13.44073 3.73279 0.97209  -0.415
C 13.05540 4.03240 -0.32766  -0.374
C 11.84660 3.55960 -0.82051  -0.463
H 10.07417 2.42786 -0.39393  0.384
H 10.75622 1.90147 1.92442  0.259
H 12.91724 2.72580 2.79347  0.547
H 14.38473 4.09982 1.35578  0.366
H 13.69845 4.63456 -0.95758  0.356
H 11.54873 3.78895 -1.83604  0.365
C -0.52956 -5.29702 -3.67605  -0.409
C -0.87696 -4.80567 -4.92733  -0.353
C -1.38937 -3.52111 -5.05195  -0.465
C -1.54550 -2.72375 -3.92584  -0.365
C -1.19427 -3.21417 -2.67497  -0.171
C -0.69054 -4.50189 -2.54912  -0.537
H -0.13299 -6.30048 -3.57858  0.326
H -0.74904 -5.42536 -5.80695  0.453
H -1.66652 -3.14086 -6.02738  0.374
H -1.94082 -1.71959 -4.02253  0.417
H -1.31453 -2.59139 -1.79662  0.345
H -0.42208 -4.88575 -1.57248  0.381
C -8.41955 1.57053 -1.63812  -0.382
C -7.22292 1.04076 -2.10187  -0.506
C -6.55241 0.08114 -1.35535  -0.492
C -7.08332 -0.35561 -0.14896  -0.469
C -8.28195 0.17177 0.31306  -0.480
C -8.94801 1.13761 -0.42922  0.056
H -8.94097 2.32153 -2.21905  0.409
H -6.81153 1.37657 -3.04606  0.389
H -5.61549 -0.32715 -1.71405  0.518
H -6.56228 -1.10754 0.43105  0.455
H -8.69693 -0.17013 1.25340  0.362
H -9.88020 1.55304 -0.06617  0.124
C -1.31433 -8.88028 -5.93512  -0.179
C -1.09022 -10.02408 -6.68953  -0.530
C -2.07442 -10.49286 -7.54911  -0.339
C -3.27959 -9.81229 -7.66120  -0.387
C -3.50213 -8.66650 -6.90940  -0.437
C -2.52127 -8.20258 -6.04320  -0.264
H -0.54745 -8.51644 -5.26192  0.310
H -0.14771 -10.55116 -6.60687  0.359
H -1.90209 -11.38861 -8.13275  0.357
H -4.04552 -10.17541 -8.33520  0.354
H -4.44143 -8.13478 -6.99807  0.366
H -2.69677 -7.31155 -5.45249  0.394
C -12.05496 2.96115 1.80870  -0.341
C -12.40426 3.45128 0.55687  -0.457
C -12.91927 4.73432 0.43234  -0.330
C -13.07644 5.53139 1.55828  -0.492
C -12.72411 5.04275 2.80918  -0.350
C -12.21726 3.75624 2.93515  -0.415
H -11.65595 1.95873 1.90669  0.408
H -12.27548 2.83206 -0.32299  0.385
H -13.19744 5.11392 -0.54289  0.501
H -13.47386 6.53429 1.45999  0.378
H -12.84538 5.66512 3.68719  0.365
H -11.94745 3.37349 3.91152  0.362
C 15.24199 1.00883 7.39576  -0.397
C 14.19982 0.25777 6.86902  -0.372
C 13.94218 0.28749 5.50518  -0.442
C 14.73317 1.06158 4.66666  -0.346
C 15.77755 1.80997 5.19287  -0.439
C 16.02961 1.78697 6.55790  -0.352
H 15.44071 0.98790 8.46010  0.353
H 13.58719 -0.35101 7.52239  0.354
H 13.12526 -0.29338 5.09507  0.379
H 14.53524 1.08084 3.60188  0.552
H 16.39530 2.41243 4.53818  0.355
H 16.84090 2.37474 6.96898  0.356
C -11.26595 6.36497 -2.82094  -0.273
C -11.61458 6.85423 -4.07258  -0.498
C -12.12855 8.13798 -4.19814  -0.331
C -12.28526 8.93589 -3.07269  -0.428
C -11.93326 8.44768 -1.82132  -0.350
C -11.42748 7.16093 -1.69476  -0.512
H -10.86788 5.36220 -2.72229  0.479
H -11.48624 6.23419 -4.95127  0.356
H -12.40639 8.51720 -5.17365  0.357
H -12.68186 9.93877 -3.17124  0.361
H -12.05408 9.07069 -0.94353  0.370
H -11.15789 6.77819 -0.71833  0.471



One value per record, in order, for HOMO-LUMO gap: 5.51; 8.33 eV.
One value per record, in order, for F_max: 3.1; 1.8 eV Å⁻¹.